No. 1
{"formula": "C6H12O", "method": "the ωB97M-V functional and the def2-TZVPD basis", "species": ["C", "C", "C", "C", "C", "C", "H", "H", "H", "H", "H", "H", "H", "H", "H", "H", "O", "H", "H"], "xyz": [[-0.0098, 0.4514, 2.9645], [0.3598, 0.1541, 1.7115], [1.2421, -1.0438, 1.4152], [-0.1302, 0.9813, 0.5704], [-1.3227, 1.6022, 0.5832], [0.5180, 0.7416, -0.7782], [-0.8744, 1.0510, 3.2216], [0.6140, 0.2234, 3.8220], [2.2804, -0.9088, 1.7229], [0.8990, -1.8590, 2.0555], [1.0856, -1.3869, 0.4003], [-2.0356, 1.3641, -0.2021], [-1.8123, 1.9313, 1.4935], [1.5992, 0.8427, -0.7572], [0.2271, -0.2620, -1.0975], [0.0965, 1.4347, -1.5029], [-0.7249, -1.9723, -4.9181], [-0.5428, -1.0825, -5.2488], [-1.4691, -2.2626, -5.4557]], "forces_ev_per_angstrom": [[0.2471, 0.2813, 0.3610], [0.3667, 1.2806, 0.4308], [-0.2308, 0.0507, 0.9618], [-0.7387, -1.3006, -0.6075], [-0.4964, -0.5866, 0.7372], [-0.9728, -0.3563, 0.0874], [0.2771, 0.5281, -0.3426], [-0.2929, -0.9626, -0.0078], [0.1694, 0.1623, -0.6204], [-0.0993, 0.0358, -0.0425], [0.5484, 0.0510, -0.1355], [0.4809, 1.3018, -0.8183], [0.0915, -0.4323, 0.2254], [0.0797, -0.0807, 0.0398], [0.4081, -0.0706, -0.2805], [0.1600, 0.0941, 0.0028], [-0.0538, 0.2819, -0.1972], [0.0431, -0.1852, 0.1420], [0.0128, -0.0925, 0.0639]], "e_tot_ha": -310.95440, "de_lowest_kcal_mol": 65.8, "total_charge": 0, "spin_multiplicity": 1, "orbital_gap_ha": 0.3165, "lumo_energy_ev": 0.71}

=====

No. 2
{"formula": "C12H17IO", "method": "the ωB97M-V functional and the def2-TZVPD basis", "species": ["C", "C", "C", "C", "C", "C", "C", "C", "C", "C", "C", "C", "O", "I", "H", "H", "H", "H", "H", "H", "H", "H", "H", "H", "H", "H", "H", "H", "H", "H", "H"], "xyz": [[2.2183, 0.5328, 0.9268], [1.5818, 1.9466, -0.9014], [3.5219, 0.9811, 0.8295], [2.8765, 2.4423, -0.9745], [1.2693, 1.1109, 0.1564], [3.8809, 1.9055, -0.1468], [-1.2181, 0.5998, 2.1141], [-0.4316, -1.8928, 0.1400], [-2.6863, -1.0924, -0.0259], [-0.9542, -0.4167, -1.8198], [-0.9534, 0.5894, 0.6362], [-1.2456, -0.6068, -0.3190], [5.2122, 2.1195, -0.3215], [-2.0100, 2.4187, -0.0964], [1.8524, -0.1269, 1.7239], [0.8391, 2.4098, -1.6841], [4.1995, 0.5001, 1.4427], [3.0044, 3.1536, -1.7623], [-2.2130, 0.3730, 2.1871], [-0.8351, 1.4578, 2.5117], [-0.6336, -0.3128, 2.5029], [0.6483, -1.8511, 0.3835], [-0.3766, -2.5075, -0.6597], [-0.8611, -2.3947, 0.8957], [-2.6764, -1.5226, 0.8705], [-3.3273, -0.3089, -0.1063], [-3.0685, -1.7956, -0.9114], [-1.4187, 0.4834, -2.1051], [0.0328, -0.5228, -1.9346], [-1.3697, -1.1895, -2.3185], [5.2681, 2.8054, -1.0511]], "forces_ev_per_angstrom": [[-0.8007, 0.3302, 1.3854], [-1.5385, 1.5543, -0.6147], [-0.9441, 0.1695, -1.2077], [0.0705, -0.9925, 0.1286], [-4.2243, -0.6008, -0.7822], [-0.7234, -0.6301, 0.0034], [3.2884, -4.3258, -2.0154], [2.4160, 3.6531, -0.4542], [1.0421, -0.7841, -6.0325], [-2.1654, 1.5876, 3.6424], [2.8529, 1.5556, -2.9894], [0.4726, -1.6538, 1.7335], [0.0071, 1.9479, -1.4589], [0.4385, -0.5158, 0.0856], [0.6747, 0.0609, -0.2551], [1.1453, -1.1884, 1.9377], [1.7825, -0.5389, 1.0261], [0.8375, 0.3715, -0.3035], [-2.6849, -0.0518, 0.9551], [0.4585, 2.2185, 1.3727], [-0.7499, 1.2305, -0.0992], [-0.3995, 0.9855, 0.0725], [-0.3930, -2.2029, -2.7633], [-1.7090, -1.6450, 2.7877], [-0.6015, -1.9323, 3.5278], [-2.1157, 2.4221, 0.1773], [1.0281, 0.9680, 2.1477], [-0.0177, 1.2497, -0.8982], [3.9376, 0.4987, -0.7639], [-1.6821, -2.5635, -1.6212], [0.2975, -1.1778, 1.2757]], "e_tot_ha": -840.20065, "de_lowest_kcal_mol": 80.8, "total_charge": 0, "spin_multiplicity": 1, "orbital_gap_ha": 0.3250, "lumo_energy_ev": 0.40}

=====

No. 3
{"formula": "C5H11N", "method": "the ωB97M-V functional and the def2-TZVPD basis", "species": ["C", "C", "N", "C", "C", "H", "H", "H", "H", "H", "H", "H", "C", "H", "H", "H", "H"], "xyz": [[1.7463, 0.5411, -1.1831], [0.5753, 1.3908, -0.7020], [0.1826, 1.1000, 0.6509], [-1.1466, 0.8189, 1.6569], [0.0643, 0.1310, 1.4730], [2.1300, 0.9233, -2.1355], [2.5641, 0.5734, -0.4551], [1.4514, -0.5043, -1.3253], [0.8476, 2.4531, -0.6996], [-0.2980, 1.2980, -1.3660], [-1.0634, 1.6342, 2.3767], [0.6152, -0.7873, 1.6775], [-1.5306, -1.9220, -0.0020], [-1.7149, -0.9446, 0.4404], [-1.5119, -2.6453, 0.8190], [-0.5676, -1.9261, -0.5266], [-2.3437, -2.1342, -0.6991]], "forces_ev_per_angstrom": [[-0.0060, -0.0651, 0.0504], [0.0362, 0.1034, -0.0818], [0.2835, -0.0447, 0.3400], [0.1936, 0.3590, 0.1844], [0.1000, 0.2717, -0.2607], [-0.1179, -0.0758, 0.1557], [-0.1011, 0.0045, -0.1071], [0.0364, 0.1592, 0.0322], [-0.0126, -0.1727, -0.1609], [0.0770, -0.1066, 0.1722], [-0.1734, -0.0831, 0.1310], [-0.0871, 0.1298, -0.1003], [-0.0557, 0.0084, -0.0052], [-0.0925, -0.1529, -0.1945], [-0.0337, -0.0663, -0.2599], [-0.2168, -0.0674, 0.0432], [0.1702, -0.2013, 0.0613]], "e_tot_ha": -251.67599, "de_lowest_kcal_mol": 117.1, "total_charge": 0, "spin_multiplicity": 1, "orbital_gap_ha": 0.3173, "lumo_energy_ev": 1.00}

=====

No. 4
{"formula": "C4H4N2", "method": "the ωB97M-V functional and the def2-TZVPD basis", "species": ["C", "C", "C", "N", "N", "C", "H", "H", "H", "H"], "xyz": [[0.7479, 0.9135, -0.1272], [-0.5961, 0.8997, 0.2060], [-1.2330, -0.3426, 0.3376], [-0.7410, -1.4358, -0.2322], [0.5777, -1.4449, -0.3173], [1.3158, -0.3767, -0.0368], [1.3345, 1.7773, -0.4476], [-1.5749, 1.0038, -0.4136], [-2.1867, -0.3933, 0.8560], [2.3558, -0.6009, 0.1751]], "forces_ev_per_angstrom": [[-0.2909, -0.1611, 0.2139], [-1.0990, -0.8703, -1.5967], [0.5252, -1.4562, 0.6020], [0.0156, -0.2290, 0.9765], [0.6179, 0.0076, 0.2334], [-0.0435, -0.0865, -0.1158], [-0.3471, -0.2415, 0.1459], [0.8517, 2.9736, 0.5903], [-0.2666, -0.1298, -0.6495], [0.0366, 0.1931, -0.4001]], "e_tot_ha": -264.18220, "de_lowest_kcal_mol": 90.5, "total_charge": 0, "spin_multiplicity": 1, "orbital_gap_ha": 0.3501, "lumo_energy_ev": 0.11}

=====

No. 5
{"formula": "CH3PS3", "method": "the ωB97M-V functional and the def2-TZVPD basis", "species": ["C", "P", "S", "S", "S", "H", "H", "H"], "xyz": [[1.1627, 0.3941, 0.2536], [-1.6502, 0.0985, -0.0941], [0.1994, -0.9682, 0.2356], [2.8672, 0.3368, 0.1952], [-1.3793, 1.9566, 0.0796], [-1.8971, -0.1979, -1.4998], [-2.6747, -0.6584, 0.5754], [3.3720, -0.9614, 0.2545]], "forces_ev_per_angstrom": [[1.5579, -0.5125, -0.2725], [-0.5796, -0.2970, -1.6482], [0.5426, -0.3240, 0.1563], [-1.0042, -0.2529, 0.2931], [-0.5417, 0.9788, 0.5468], [0.0210, -0.3468, 1.1196], [0.6117, 0.3548, -0.1267], [-0.6078, 0.3996, -0.0684]], "e_tot_ha": -1575.72682, "de_lowest_kcal_mol": 35.2, "total_charge": 0, "spin_multiplicity": 1, "orbital_gap_ha": 0.3106, "lumo_energy_ev": -0.27}

=====

No. 6
{"formula": "C51H44ClN2NaO5P2SSe2", "method": "the ωB97M-V functional and the def2-TZVPD basis", "species": ["Na", "O", "S", "C", "C", "C", "C", "C", "C", "P", "C", "C", "C", "C", "C", "C", "C", "C", "C", "C", "C", "C", "C", "C", "C", "C", "C", "C", "P", "C", "C", "C", "C", "C", "C", "C", "C", "C", "C", "C", "C", "H", "H", "H", "H", "H", "H", "H", "H", "H", "H", "H", "H", "H", "H", "H", "H", "H", "H", "H", "H", "H", "H", "H", "H", "H", "H", "H", "H", "O", "C", "O", "C", "C", "Cl", "N", "N", "C", "C", "O", "O", "C", "C", "C", "C", "C", "C", "H", "H", "H", "H", "H", "H", "C", "Se", "C", "C", "Se", "C", "H", "H", "H", "H", "H", "H", "H", "H", "H", "H"], "xyz": [[-0.2711, 0.2868, -0.2251], [1.9474, -2.8889, -0.7551], [0.9124, -2.3193, 0.1716], [1.6924, -2.3530, 1.8087], [2.8324, -3.1359, 1.9227], [3.4931, -3.1923, 3.1373], [3.0146, -2.4662, 4.2240], [1.8808, -1.6788, 4.0922], [1.2080, -1.5919, 2.8727], [-0.3631, -0.6568, 2.6094], [-1.3270, -1.2876, 4.0584], [-1.6050, -0.5341, 5.1940], [-2.3360, -1.0861, 6.2448], [-2.7958, -2.3928, 6.1685], [-2.5254, -3.1528, 5.0348], [-1.8043, -2.6013, 3.9859], [-0.0517, 1.0745, 3.1158], [-1.0979, 1.9655, 2.8468], [-1.0210, 3.2911, 3.2513], [0.1206, 3.7522, 3.8934], [1.1873, 2.8897, 4.1113], [1.1007, 1.5567, 3.7264], [-0.3095, -3.6281, 0.4380], [0.2058, -4.8910, 0.7267], [-0.6546, -5.9574, 0.8879], [-2.0279, -5.7597, 0.7497], [-2.5257, -4.5067, 0.4363], [-1.6787, -3.4074, 0.2592], [-2.2851, -1.7140, -0.2169], [-2.7277, -2.0053, -1.9844], [-2.0678, -2.9625, -2.7503], [-2.2710, -3.0384, -4.1263], [-3.1285, -2.1487, -4.7578], [-3.7840, -1.1792, -4.0052], [-3.5838, -1.1066, -2.6331], [-3.9562, -1.6868, 0.5720], [-5.0715, -2.3584, 0.0603], [-6.2907, -2.3236, 0.7211], [-6.4220, -1.6140, 1.9099], [-5.3307, -0.9326, 2.4255], [-4.1149, -0.9630, 1.7520], [3.1947, -3.6703, 1.0518], [4.3816, -3.8033, 3.2394], [3.5286, -2.5173, 5.1774], [1.4985, -1.1389, 4.9508], [-1.2619, 0.4913, 5.2626], [-2.5461, -0.4870, 7.1232], [-3.3654, -2.8181, 6.9869], [-2.8887, -4.1719, 4.9617], [-1.6132, -3.1980, 3.0989], [-1.9710, 1.6334, 2.2914], [-1.8392, 3.9682, 3.0333], [0.1935, 4.7909, 4.1929], [2.0944, 3.2547, 4.5797], [1.9454, 0.9017, 3.8861], [1.2775, -5.0293, 0.8117], [-0.2616, -6.9413, 1.1169], [-2.7107, -6.5919, 0.8767], [-3.5947, -4.3768, 0.3305], [-1.3786, -3.6561, -2.2809], [-1.7534, -3.7977, -4.7022], [-3.2793, -2.2004, -5.8304], [-4.4394, -0.4645, -4.4907], [-4.0820, -0.3255, -2.0660], [-4.9918, -2.9038, -0.8722], [-7.1417, -2.8498, 0.3049], [-7.3742, -1.5874, 2.4245], [-5.4210, -0.3682, 3.3458], [-3.2789, -0.4139, 2.1597], [-3.3966, 2.9870, -4.5172], [-2.5404, 2.2411, -5.1835], [-2.5248, 2.2041, -6.3910], [-1.5796, 1.4066, -4.3816], [-0.6154, 0.6074, -4.9498], [-0.1713, 0.4027, -6.5788], [0.0420, -0.0354, -3.9582], [-0.4207, 0.3212, -2.7450], [-1.3995, 1.1889, -2.9841], [-2.1817, 1.7344, -1.7932], [-3.0793, 2.5744, -2.0284], [-1.8594, 1.2958, -0.6679], [1.0970, -1.0012, -4.0659], [0.9298, -2.1067, -4.8854], [1.9486, -3.0404, -4.9771], [3.1165, -2.8774, -4.2416], [3.2523, -1.7839, -3.3999], [2.2426, -0.8370, -3.3095], [-3.3182, 2.8208, -3.5225], [0.0074, -2.2421, -5.4339], [1.8215, -3.9042, -5.6181], [3.9072, -3.6134, -4.3081], [4.1446, -1.6752, -2.7948], [2.3267, 0.0098, -2.6371], [4.3377, -0.2697, 0.0721], [2.6910, 0.7281, 0.3642], [3.2074, 2.2869, -0.6907], [2.6459, 3.5437, -0.0575], [0.7218, 3.4538, 0.1845], [0.2277, 3.9264, -1.6382], [4.2154, -1.2448, 0.5297], [5.1642, 0.2582, 0.5368], [4.5181, -0.3977, -0.9914], [2.8415, 2.1608, -1.7065], [4.2967, 2.2959, -0.7139], [2.8636, 4.4210, -0.6649], [3.0584, 3.6982, 0.9355], [0.6053, 4.9157, -1.8765], [-0.8611, 3.9359, -1.6691], [0.5959, 3.1939, -2.3530]], "forces_ev_per_angstrom": [[1.5969, -0.7554, 0.2696], [-0.4935, 0.1703, 0.4745], [0.3800, -0.2707, -0.4707], [0.0194, 0.0364, -0.0371], [0.0451, 0.0650, 0.0310], [0.0207, 0.0469, 0.1173], [0.0297, -0.0208, -0.0155], [-0.0451, -0.0329, 0.0202], [-0.1320, -0.0256, -0.0905], [0.0440, -0.0812, 0.6307], [0.0487, -0.1272, -0.1609], [-0.0570, 0.0139, 0.0595], [0.0200, 0.0009, -0.1046], [0.0497, 0.0244, -0.0385], [0.0114, 0.0699, -0.0461], [0.0167, 0.0282, 0.0200], [-0.0435, 0.0260, -0.0843], [-0.0111, -0.0176, 0.0263], [0.0067, -0.0701, -0.0068], [0.0353, -0.0036, -0.0127], [-0.0250, 0.0054, -0.0504], [0.0401, 0.0496, 0.0189], [0.0567, -0.1006, -0.0129], [-0.0781, 0.0924, 0.0104], [-0.1164, -0.0762, -0.0119], [0.0938, -0.0016, 0.0192], [0.0035, 0.0247, 0.0336], [0.1248, 0.0566, 0.0478], [-0.6299, -0.5259, -0.2612], [0.1226, 0.0878, -0.0075], [0.0073, -0.0714, -0.0855], [-0.0727, 0.0185, 0.0859], [0.0316, -0.0046, 0.0454], [0.0196, -0.0297, 0.0937], [-0.0026, -0.0287, 0.0542], [0.0062, -0.0254, 0.0019], [0.0611, 0.0250, -0.0369], [0.0314, 0.0381, 0.0264], [0.0332, -0.0355, -0.0340], [0.0476, -0.0087, -0.0831], [0.0222, -0.0307, 0.0361], [-0.0306, 0.0298, 0.0097], [-0.0201, 0.0190, 0.0102], [-0.0461, 0.0059, -0.0572], [-0.0036, -0.0014, -0.0136], [0.0099, -0.0287, 0.0194], [0.0136, -0.0172, -0.0426], [0.0294, 0.0217, -0.0474], [0.0290, 0.0617, -0.0035], [0.0106, 0.0071, -0.0001], [0.0248, -0.0249, 0.0464], [0.0566, -0.0540, 0.0150], [-0.0117, -0.0452, -0.0039], [-0.0446, -0.0216, -0.0120], [0.0265, -0.0150, 0.0294], [-0.0762, 0.0168, -0.0115], [-0.0363, 0.0530, -0.0119], [0.0311, 0.0425, -0.0028], [0.0211, 0.0172, -0.0149], [-0.0176, 0.0031, -0.0312], [-0.0309, 0.0214, 0.0456], [-0.0004, 0.0112, 0.0628], [0.0279, -0.0340, 0.0345], [-0.0002, -0.0552, -0.0024], [0.0196, 0.0102, -0.0234], [0.0332, 0.0264, 0.0103], [0.0092, -0.0010, -0.0084], [0.0098, -0.0115, -0.0311], [0.0940, 0.0390, 0.0058], [0.0185, -0.1605, -0.0240], [-0.0318, -0.1132, 0.0423], [0.0826, 0.0078, 0.0197], [-0.0957, 0.2698, 0.1885], [0.1439, -0.2172, -0.0717], [-0.0083, -0.0274, 0.0732], [0.4166, -0.2551, -0.0039], [-0.3416, 0.3643, -0.2476], [-0.1630, -0.0207, 0.1349], [-0.2511, 0.1945, -0.0382], [0.1601, -0.2251, -0.1261], [-1.4388, 1.1502, -0.5954], [-0.2660, 0.1081, 0.0410], [-0.0001, -0.0692, -0.0598], [0.0593, -0.0061, 0.0071], [-0.0854, 0.0329, 0.0291], [0.0322, 0.0068, 0.0093], [0.1060, 0.0337, 0.0517], [0.0594, 0.1891, 0.2184], [0.0644, 0.0745, 0.0158], [0.0240, 0.0215, 0.0183], [-0.0088, 0.0137, 0.0035], [-0.0559, -0.0179, -0.0641], [-0.0056, -0.0445, -0.0536], [-0.1070, -0.0091, -0.0714], [0.2584, -0.0620, 0.1502], [-0.0328, 0.0621, 0.0594], [0.0558, -0.0166, -0.0948], [-0.2011, 0.0576, -0.1013], [-0.0927, -0.0909, 0.0394], [-0.0206, -0.0828, 0.0361], [0.0508, 0.0333, 0.0347], [-0.0213, 0.0079, -0.0258], [-0.0216, 0.0102, -0.1151], [0.0407, 0.0496, 0.0021], [0.0427, 0.0517, -0.0197], [0.0875, -0.0052, 0.0879], [0.0387, 0.0626, 0.0128], [0.0465, 0.0337, -0.0127], [0.0139, -0.0241, 0.0073]], "e_tot_ha": -8961.89932, "total_charge": 0, "spin_multiplicity": 1, "orbital_gap_ha": 0.3002, "lumo_energy_ev": 0.05}